Computed, not measured: a structure of composition C27H55CsF3LiN3O5, with ωB97M-V with the def2-TZVPD basis set.

Summary:
DFT total energy ... -52487.814 eV
Multiplicity ... 1
Orbital gap ... 0.14534 hartree
Highest occupied orbital energy ... -0.157 Ha
LUMO ... -0.31 eV
ΔE to the lowest compared entry with this formula, charge and spin ... 13.5 kcal/mol
Molar mass ... 698.6 u
Charge ... -1

Geometry (Å):
C: 1.7136 1.4065 6.3551
C: 0.7402 0.6010 5.4373
C: 0.9246 -0.9166 5.5950
C: -0.3739 -1.7519 5.6989
C: -1.5413 -1.2561 4.8338
C: -1.2048 -1.1831 3.3349
C: -1.3704 -2.5275 2.6044
C: -2.7150 -2.7252 1.8827
C: -3.1810 -1.5168 1.0244
C: -3.5156 -2.0090 -0.3720
C: -3.8113 -0.7968 -1.2754
C: -4.7484 -1.0516 -2.4626
C: -5.4291 0.2933 -2.8501
C: -4.4140 1.2436 -3.4374
C: -3.5629 0.6296 -4.6014
C: -2.9499 1.6629 -5.5826
C: -1.5498 2.3237 -5.0803
C: -0.5026 1.2843 -4.6146
C: 0.8672 1.4505 -5.2763
C: 1.8583 0.4136 -4.7413
C: 2.4985 0.7871 -3.3807
C: 1.8123 1.9155 -2.7199
N: 1.2113 2.7452 -2.1977
C: 2.6906 -0.4102 -2.4343
C: 1.4661 -1.2094 -2.2535
N: 0.5902 -1.9541 -2.2224
C: 3.1054 0.0481 -1.0306
O: 4.2195 0.8836 -1.1410
N: 4.6549 1.2107 0.1704
O: 4.0352 2.0946 0.6237
H: 2.3402 0.7377 6.9445
H: 1.1681 2.0598 7.0350
H: 2.4066 1.9867 5.7389
H: -0.2635 0.9442 5.6816
H: 0.9469 0.9106 4.4134
H: 1.4731 -1.3026 4.7321
H: 1.5517 -1.1573 6.4540
H: -0.7108 -1.7823 6.7392
H: -0.1618 -2.7781 5.3843
H: -2.4049 -1.9179 4.9634
H: -1.8799 -0.2822 5.1925
H: -0.1586 -0.8873 3.2252
H: -1.7889 -0.3715 2.9010
H: -0.5014 -2.6839 1.9571
H: -1.3051 -3.3053 3.3763
H: -2.6365 -3.5510 1.1343
H: -3.4905 -3.0858 2.5588
H: -4.0639 -1.0839 1.4973
H: -2.4154 -0.7386 0.9428
H: -2.7038 -2.6009 -0.8028
H: -4.4209 -2.5981 -0.3282
H: -4.2965 -0.0422 -0.6459
H: -2.8729 -0.3525 -1.6326
H: -4.1554 -1.4047 -3.3116
H: -5.5436 -1.7539 -2.2204
H: -5.8143 0.7667 -1.9521
H: -6.2863 0.1459 -3.5025
H: -4.9571 2.1310 -3.8386
H: -3.7603 1.6501 -2.6560
H: -4.2456 0.0133 -5.1911
H: -2.8057 -0.0110 -4.1510
H: -2.8187 1.1758 -6.5831
H: -3.7054 2.5136 -5.7333
H: -1.1347 2.9380 -5.9496
H: -1.7060 3.0562 -4.2222
H: -0.4341 1.3736 -3.5321
H: -0.8120 0.2613 -4.8344
H: 0.7231 1.2358 -6.3428
H: 1.2284 2.4802 -5.2110
H: 2.6663 0.3239 -5.4639
H: 1.3682 -0.5622 -4.7302
H: 3.5167 1.1420 -3.5776
H: 3.5191 -0.9990 -2.8350
H: 3.3627 -0.8546 -0.4608
H: 2.2383 0.5208 -0.5478
Li: -1.6959 -4.5941 -0.2038
F: -3.8797 -5.0428 -0.7939
F: -7.2856 1.9494 -2.2062
Cs: -3.0334 4.0047 -5.7901
O: 4.5414 -0.9816 -4.8704
H: 5.3562 -0.8026 -4.3241
H: 4.6092 -1.9047 -5.1320
C: 5.4721 0.0855 3.2849
C: 5.4334 0.0873 4.8290
O: 5.2865 -1.1188 5.3159
H: 4.5504 -0.3219 2.8668
H: 5.5808 1.1170 2.9079
H: 6.3129 -0.4937 2.9051
H: 4.5819 0.8499 5.0678
H: 6.3532 0.6597 5.1438
O: 4.3825 3.0575 5.6534
H: 3.6259 2.7199 6.1900
H: 4.9175 3.7312 6.1329
H: 4.0959 3.3690 4.7634
F: 5.7740 0.0320 -2.8109

Cartesian forces, eV/Å:
C -0.1453 -0.3840 0.0787
C 0.7815 0.4460 0.6135
C -0.4099 -0.5439 -0.5258
C -0.3175 0.2628 -0.1350
C 0.0356 -0.0293 -0.1069
C 0.2414 0.0684 0.3288
C -0.3220 -0.1110 0.6261
C 0.6085 0.1129 -0.9309
C 0.3355 -0.9622 0.3032
C -0.6594 1.5282 -0.4420
C -0.1723 -0.3636 0.0481
C 0.0174 1.1294 -0.1411
C 0.9872 -1.1340 0.4552
C 0.3486 1.0939 -1.2947
C -0.3904 0.6166 0.3680
C -0.4023 -3.3202 1.0372
C 1.6368 -2.1871 0.4075
C -0.3269 0.1466 -0.2193
C -0.5094 -0.3802 -0.1929
C 0.1943 0.7074 -0.4506
C 0.2239 0.1494 -0.3168
C -0.2102 -0.4268 0.1534
N 0.1284 0.1066 -0.1038
C 0.0608 0.6800 0.8137
C 0.4492 -0.4956 -0.7595
N -0.1642 0.2066 0.3258
C -0.3519 -0.9202 0.0441
O -0.4197 0.5684 0.4309
N 0.0226 0.2853 0.1918
O 0.1203 -0.0646 -0.0380
H 0.0002 -0.0386 0.0385
H 0.0864 0.1610 -0.0144
H -0.4551 -0.0194 -0.2091
H -0.0852 -0.2087 -0.0683
H -0.2274 -0.1392 -0.0936
H 0.1711 0.1875 0.0964
H -0.0004 0.1086 0.0048
H 0.0154 -0.0886 -0.0013
H 0.1632 -0.0052 0.2526
H 0.0563 -0.0345 0.0679
H 0.0389 0.0486 -0.0430
H -0.0487 0.1534 0.0325
H -0.0538 -0.2050 -0.2638
H -0.2291 0.0701 -0.2632
H 0.2061 -0.0691 -0.1285
H -0.1056 0.1588 0.7499
H 0.0045 0.2248 0.0922
H 0.0197 0.2248 -0.1931
H 0.0225 -0.1015 0.1973
H -0.0421 -0.1444 0.0185
H 0.0842 -0.6384 -0.0969
H 0.0516 0.0376 -0.0265
H -0.0066 -0.0018 0.1060
H -0.2651 -0.5506 0.0861
H 0.2048 -0.2665 0.0704
H -0.4785 0.0416 -0.1725
H 0.0632 0.0900 -0.1138
H -0.0085 -0.3730 0.2601
H 0.0848 -0.1589 -0.0107
H 0.1194 -0.1529 0.0155
H 0.0869 -0.1178 -0.3385
H 0.2781 0.4819 0.6289
H -1.1142 -9.0200 0.6903
H 0.6896 -1.5797 1.3105
H 0.5711 -1.4597 -0.6270
H 0.0419 -0.1695 -0.0163
H -0.2373 0.0728 0.0278
H 0.0705 0.1319 -0.0151
H 0.1401 -0.0663 0.1697
H 0.1212 -0.1225 0.1798
H -0.0238 0.0333 0.2853
H 0.0990 -0.1557 0.1253
H -0.1430 -0.1084 -0.2244
H 0.0063 0.0766 0.0785
H 0.1966 0.2506 0.0730
Li -1.9138 -0.2155 -0.6822
F 1.9695 0.1583 0.5633
F -0.2544 0.5794 -0.0142
Cs -1.6540 16.3735 -2.5188
O 0.3272 -0.4538 -0.4089
H -0.4532 0.6648 0.8216
H 0.0200 0.0241 -0.0544
C -0.0263 0.7558 -0.1045
C 0.0705 -0.3772 -0.8975
O -0.2122 0.1789 0.6851
H -0.0301 -0.1149 0.0874
H 0.0112 -0.0194 -0.0634
H 0.0087 -0.1100 0.1128
H -0.1635 -0.2350 0.0652
H 0.0676 0.0269 0.2361
O 0.7144 0.9165 0.1288
H -0.1902 -0.4724 -0.1047
H -0.0693 -0.1024 -0.1465
H 0.0877 -0.3491 0.0298
F 0.1308 -0.5724 -1.0412

=====

Computed, not measured: the molecule C3H5NO3, with ωB97M-V with the def2-TZVPD basis set.

Summary:
DFT total energy ... -10820.258 eV
Multiplicity ... 1
Orbital gap ... 0.41184 hartree
Highest occupied orbital energy ... -0.394 Ha
LUMO ... 0.48 eV
ΔE to the lowest compared entry with this formula, charge and spin ... 125.2 kcal/mol
Molar mass ... 103.1 u

Geometry (Å):
C: 2.0866 0.8444 0.1534
C: 1.2192 -0.3721 -0.2764
O: 1.6227 -1.4801 -0.3811
O: -0.0763 0.1195 -0.3415
C: -1.1856 -0.7970 0.2125
N: -2.4543 -0.8053 0.2319
O: -3.0358 0.4652 -0.4319
H: 1.2083 1.0698 1.0497
H: 3.2306 0.6556 0.1806
H: 1.8426 1.8028 -0.4896
H: -0.5363 -1.7625 0.2782
H: -3.9216 0.2597 -0.1856

Cartesian forces, eV/Å:
C -2.9224 1.4148 -0.1343
C 1.3359 2.4247 0.3668
O -0.8307 -0.9445 -0.1869
O -3.4437 -1.2943 0.7658
C 3.8214 -1.8902 -2.1080
N 1.0817 3.1215 -1.5907
O 2.2545 -2.3149 1.3986
H 3.7868 -0.1068 -1.2272
H -2.3350 0.2613 0.7587
H 0.6056 -2.1069 0.9258
H -1.9854 1.3160 0.9249
H -1.3687 0.1194 0.1066

=====

Computed, not measured: the molecule C3H5N3O, with ωB97M-V with the def2-TZVPD basis set.

Summary:
DFT total energy ... -9705.692 eV
Multiplicity ... 1
Orbital gap ... 0.32672 hartree
Highest occupied orbital energy ... -0.309 Ha
LUMO ... 0.49 eV
ΔE to the lowest compared entry with this formula, charge and spin ... 112.8 kcal/mol
Molar mass ... 99.1 u

Geometry (Å):
N: -2.2330 0.3528 -0.0799
N: -1.2413 -0.4922 -0.1172
C: -0.0134 -0.1445 -0.0398
C: 0.6753 1.1844 -0.0626
N: 1.9620 1.0756 -0.0236
O: 2.3306 -0.2457 -0.0751
C: 1.1483 -1.1705 0.0120
H: -2.2590 1.0800 0.6214
H: -3.0909 -0.4450 -0.0879
H: 0.2574 2.2019 -0.2301
H: 1.2281 -1.6367 0.9441
H: 1.2359 -1.7600 -0.8613

Cartesian forces, eV/Å:
N -5.4193 -2.4251 -1.0013
N 4.0923 -1.5731 0.3045
C 0.3638 -0.1894 -0.2905
C 0.2551 0.1936 0.1515
N -1.2930 -0.1979 -0.6269
O -0.3018 -0.7677 0.6058
C 0.1567 4.0749 -0.9665
H -0.0344 -0.0912 0.2081
H 2.1699 4.1176 0.5157
H 0.2066 -1.0325 0.4876
H -0.0235 -1.0830 1.1918
H -0.1724 -1.0260 -0.5797